1.
The following is a DFT calculation (ωB97M-V/def2-TZVPD) of a 3-piece molecular cluster, C3H11NO3 overall.

## Properties
SMILES = C[C@H](N)C=O.O.O
Multiplicity = 1
Highest occupied orbital energy = -0.34000 Eh
LUMO energy = 0.62 eV
Total energy = -401.33361 Ha

Atoms and positions in Å:
C1 0.130 1.397 -1.203
C2 -0.295 -0.090 -1.463
N1 -1.524 -0.439 -0.864
C3 0.877 -0.933 -1.097
O1 1.862 -0.727 -0.528
H1 -0.647 2.147 -1.137
H2 0.561 1.417 -0.159
H3 0.796 1.787 -1.946
H4 -0.450 -0.319 -2.516
H5 -1.759 -0.217 0.067
H6 -1.754 -1.375 -1.006
H7 0.821 -1.891 -1.628
O2 -1.452 0.179 2.522
H8 -0.768 -0.490 2.222
H9 -0.904 0.877 2.641
O3 1.294 -0.133 2.064
H10 1.617 -0.710 2.797
H11 1.596 -0.479 1.235

These are the Mulliken partial charges, in e, on atoms 1 to 6: -1.132, 0.352, -0.545, -0.114, -0.515, 0.378

---

2.
The following is a DFT calculation (ωB97M-V/def2-TZVPD) of a 10-piece molecular cluster, C48H121N9O10 overall.

## Properties
SMILES = CC1(C)CCCC(C)(C)N1O.CC1(C)CCCC(C)(C)N1O.COC[C@H](C)N.COC[C@H](C)N.COC[C@H](C)N.COC[C@H](C)N.COC[C@H](C)N.COC[C@H](C)N.COC[C@H](C)N.CCO
Multiplicity = 1
Highest occupied orbital energy = -0.30674 Eh
LUMO energy = 0.57 eV
Total energy = -3146.30807 Ha

Atoms and positions in Å:
C1 -3.215 2.239 3.496
C2 -4.647 1.751 3.599
C3 -4.980 0.991 2.297
C4 -4.726 0.799 4.836
C5 -6.126 0.415 5.099
C6 -6.940 1.710 5.358
C7 -6.917 2.669 4.212
C8 -7.797 2.012 3.079
C9 -7.621 3.928 4.420
N1 -5.539 2.882 3.816
O1 -5.585 3.669 2.568
H1 -3.038 3.047 4.309
H2 -2.544 1.396 3.598
H3 -3.168 2.606 2.469
H4 -5.807 0.303 2.377
H5 -5.118 1.753 1.467
H6 -4.117 0.368 1.972
H7 -3.981 0.018 4.611
H8 -4.302 1.465 5.595
H9 -6.511 -0.192 4.301
H10 -6.193 -0.296 5.909
H11 -6.510 2.286 6.207
H12 -8.013 1.518 5.531
H13 -7.528 0.966 2.989
H14 -7.651 2.525 2.079
H15 -8.843 2.128 3.374
H16 -8.592 3.870 4.957
H17 -7.841 4.309 3.412
H18 -7.075 4.631 5.035
H19 -5.128 4.469 2.851
C10 -0.440 -1.032 -5.335
C11 -0.451 -2.357 -4.432
C12 -0.382 -1.966 -2.970
C13 -1.782 -3.083 -4.689
C14 -1.836 -3.717 -6.046
C15 -0.693 -4.733 -6.106
C16 0.713 -4.068 -5.945
C17 1.756 -5.217 -5.695
C18 1.109 -3.187 -7.176
N2 0.643 -3.318 -4.584
O2 1.880 -2.653 -4.379
H20 0.518 -0.785 -5.719
H21 -1.093 -1.134 -6.178
H22 -0.816 -0.201 -4.714
H23 -0.575 -2.797 -2.332
H24 0.640 -1.595 -2.733
H25 -1.089 -1.143 -2.821
H26 -1.877 -3.816 -3.909
H27 -2.656 -2.379 -4.435
H28 -2.807 -4.209 -6.050
H29 -1.681 -3.056 -6.892
H30 -0.790 -5.314 -7.017
H31 -0.884 -5.457 -5.286
H32 1.622 -5.865 -6.529
H33 1.446 -5.641 -4.780
H34 2.759 -4.767 -5.642
H35 1.697 -3.800 -7.870
H36 1.850 -2.442 -6.896
H37 0.230 -2.704 -7.662
H38 2.252 -3.144 -3.651
C19 2.446 0.821 1.236
O3 1.632 -0.281 1.013
C20 0.512 -0.237 1.832
C21 -0.273 -1.476 1.763
C22 -0.741 -1.568 0.334
N3 -1.496 -1.462 2.557
H39 2.040 1.778 0.885
H40 3.362 0.534 0.712
H41 2.631 0.924 2.359
H42 0.880 -0.088 2.858
H43 -0.115 0.614 1.554
H44 0.282 -2.420 2.043
H45 0.052 -1.527 -0.371
H46 -1.319 -0.646 0.144
H47 -1.395 -2.395 0.077
H48 -1.342 -1.193 3.540
H49 -2.184 -0.914 2.057
C23 4.994 3.144 2.111
O4 4.330 3.393 0.886
C24 5.171 3.990 -0.077
C25 5.975 2.870 -0.791
C26 7.149 3.365 -1.519
N4 4.981 2.302 -1.753
H50 5.582 4.030 2.457
H51 5.674 2.293 2.049
H52 4.173 2.855 2.840
H53 4.602 4.633 -0.844
H54 5.783 4.773 0.412
H55 6.294 2.255 0.099
H56 7.749 4.031 -0.963
H57 6.781 3.964 -2.337
H58 7.782 2.553 -1.885
H59 4.087 2.144 -1.341
H60 5.378 1.590 -2.381
C27 -3.435 -5.739 0.882
O5 -2.411 -5.653 -0.041
C28 -1.327 -6.414 0.420
C29 -0.159 -6.142 -0.407
C30 -0.362 -6.540 -1.905
N5 1.037 -6.807 0.083
H61 -4.109 -4.953 0.657
H62 -3.076 -5.409 1.865
H63 -3.845 -6.739 1.052
H64 -1.230 -6.118 1.521
H65 -1.553 -7.536 0.387
H66 0.071 -5.097 -0.428
H67 -1.409 -6.494 -2.172
H68 -0.132 -7.572 -2.025
H69 0.297 -5.917 -2.566
H70 1.220 -6.668 1.050
H71 1.049 -7.835 -0.208
C31 3.050 -3.116 -0.484
O6 3.565 -3.056 -1.827
C32 4.957 -3.384 -1.830
C33 5.903 -2.663 -0.890
C34 5.696 -1.151 -0.770
N6 7.279 -3.036 -1.345
H72 3.576 -3.980 0.006
H73 1.930 -3.213 -0.539
H74 3.313 -2.221 0.140
H75 5.090 -4.466 -1.677
H76 5.292 -3.183 -2.848
H77 5.702 -3.025 0.103
H78 4.740 -0.833 -0.216
H79 5.611 -0.694 -1.777
H80 6.516 -0.701 -0.236
H81 7.656 -2.421 -2.061
H82 7.842 -3.066 -0.529
C35 0.106 2.914 9.554
O7 -0.797 2.519 8.524
C36 -0.148 1.792 7.533
C37 -1.172 1.169 6.597
C38 -1.943 0.031 7.373
N7 -0.457 0.589 5.501
H83 0.834 3.567 9.099
H84 0.615 2.006 9.970
H85 -0.355 3.424 10.395
H86 0.544 2.459 7.017
H87 0.464 0.961 7.984
H88 -1.953 1.891 6.311
H89 -2.698 -0.297 6.700
H90 -2.302 0.301 8.345
H91 -1.207 -0.711 7.555
H92 0.270 -0.090 5.802
H93 0.017 1.224 4.845
C39 6.036 1.473 -7.345
O8 5.067 0.636 -6.671
C40 4.211 1.426 -5.910
C41 3.427 0.540 -4.912
C42 2.500 1.380 -3.998
N8 4.410 -0.125 -4.087
H94 6.568 0.786 -7.981
H95 6.721 2.011 -6.625
H96 5.617 2.258 -7.993
H97 4.841 2.114 -5.346
H98 3.438 1.990 -6.501
H99 2.755 -0.256 -5.392
H100 1.933 0.713 -3.417
H101 1.876 1.929 -4.659
H102 3.078 2.056 -3.347
H103 4.920 -0.738 -4.753
H104 3.993 -0.812 -3.499
C43 -5.555 4.116 -0.433
O9 -4.245 4.251 0.093
C44 -3.212 4.267 -0.880
C45 -3.165 3.126 -1.842
C46 -2.940 1.816 -1.110
N9 -2.069 3.367 -2.738
H105 -6.215 4.297 0.457
H106 -5.792 3.202 -0.981
H107 -5.769 4.894 -1.175
H108 -3.326 5.160 -1.440
H109 -2.267 4.319 -0.367
H110 -4.114 3.059 -2.415
H111 -3.007 0.978 -1.741
H112 -3.693 1.629 -0.438
H113 -1.981 1.870 -0.616
H114 -2.385 3.915 -3.518
H115 -1.245 3.881 -2.355
C47 0.647 5.680 2.491
C48 1.246 4.277 2.781
O10 0.359 3.541 3.590
H116 1.449 6.198 2.042
H117 0.267 6.211 3.368
H118 -0.231 5.599 1.796
H119 2.103 4.396 3.378
H120 1.455 3.759 1.838
H121 -0.536 3.601 3.252

These are the Mulliken partial charges, in e, on atoms 1 to 6: -1.950, 2.387, -0.666, -1.155, -1.110, -1.382